Run one
{
  "formula": "C4H4BrNO",
  "method": "ωB97M-V/def2-TZVPD",
  "symbols": ["N", "C", "H", "Br", "C", "C", "H", "C", "O", "H", "H"],
  "positions_angstrom": [[-1.3927, -1.1736, 0.7765], [1.2937, -1.0955, -1.1107], [0.8974, -1.8506, -1.6864], [2.4557, 1.1116, 0.5911], [1.6321, -0.0913, -0.5520], [-1.2432, -0.1721, 0.2270], [0.2425, 1.2245, -0.5888], [-0.5716, 1.1504, 0.1669], [-1.8334, -2.1793, 1.2336], [-1.3773, 1.7739, -0.1992], [-0.1034, 1.3019, 1.1420]],
  "nbo_charge": [0.193, -0.207, 0.241, 0.182, -0.224, 0.175, 0.250, -0.683, -0.420, 0.247, 0.246],
  "homo_lumo_gap_ev": 9.6,
  "lumo_energy_ha": 0.009,
  "smiles": "CC#[N+][O-].C#CBr"
}

=====

Run two
{
  "formula": "C4H4BrNO",
  "method": "ωB97M-V/def2-TZVPD",
  "symbols": ["C", "C", "N", "H", "C", "Br", "C", "O", "H", "H", "H"],
  "positions_angstrom": [[-1.3090, 0.4963, -0.9272], [0.7365, -1.3281, 0.0896], [-0.2904, 1.1395, -0.6735], [-1.6475, 0.2843, -1.9428], [0.5108, 1.1196, 0.4004], [-2.8377, 0.1213, 0.3937], [1.1138, -0.0888, 0.7129], [-0.0436, -1.4940, -0.7895], [1.2861, -2.2731, 0.4269], [0.6193, 2.1033, 0.7763], [1.8617, -0.0803, 1.5333]],
  "nbo_charge": [0.252, 0.389, -0.464, 0.211, 0.103, -0.092, -0.417, -0.546, 0.115, 0.217, 0.230],
  "homo_lumo_gap_ev": 8.9,
  "lumo_energy_ha": -0.008,
  "smiles": "O=C/C=C\\N=C/Br"
}

=====

Here is how they stack up, most stable first: run two, run one.

=====

Run one
{
  "formula": "H4N2O",
  "method": "ωB97M-V/def2-TZVPD",
  "symbols": ["H", "H", "N", "N", "O", "H", "H"],
  "positions_angstrom": [[1.1329, 0.4140, -0.4751], [-2.3547, 0.2999, 1.3018], [1.7818, -0.2698, -0.1714], [-2.4455, 0.8880, 0.4289], [-2.1788, 0.1455, -0.4408], [1.5455, -1.1745, 0.2288], [2.5189, -0.3031, -0.8722]],
  "nbo_charge": [0.372, 0.238, -1.116, 0.009, -0.246, 0.380, 0.363],
  "homo_lumo_gap_ev": 9.5,
  "lumo_energy_ha": -0.005,
  "smiles": "N=O.N"
}

=====

Run two
{
  "formula": "H4N2O",
  "method": "ωB97M-V/def2-TZVPD",
  "symbols": ["N", "H", "H", "H", "N", "H", "O"],
  "positions_angstrom": [[1.3514, -0.2170, 0.1159], [-1.5993, 0.1783, 0.8670], [1.7648, -0.8603, -0.5643], [1.9398, 0.2291, 0.7637], [-1.7051, -0.2468, -0.0404], [-2.1762, 0.4412, -0.6253], [0.4246, 0.4756, -0.5166]],
  "nbo_charge": [-0.375, 0.295, 0.350, 0.347, -0.602, 0.299, -0.314],
  "homo_lumo_gap_ev": [9.8, 10.2],
  "lumo_energy_ha": [0.013, 0.006]
}

=====

Here is how they stack up, most stable first: run one, run two.

=====

Run one
{
  "formula": "C2H6N2O2S",
  "method": "ωB97M-V/def2-TZVPD",
  "symbols": ["N", "H", "N", "H", "H", "O", "O", "C", "H", "H", "S", "H", "C"],
  "positions_angstrom": [[1.8276, 0.3533, -0.6550], [-2.7255, -0.9691, 0.0491], [0.0853, 1.5931, -0.1679], [3.2069, -0.8310, -0.0441], [-1.2625, -0.9851, 1.3949], [2.4774, -0.2862, 0.5109], [-1.4165, 1.7682, -0.1249], [-1.4902, -1.2932, 0.3264], [-1.5756, -2.4023, 0.5336], [2.1453, 1.2731, -0.3822], [-0.1864, -1.2556, -0.7062], [-1.5578, 2.6488, -0.2745], [0.4720, 0.3861, -0.4601]],
  "nbo_charge": [-0.353, 0.235, -0.189, 0.478, 0.248, -0.587, -0.599, -0.856, 0.242, 0.376, 0.357, 0.466, 0.180],
  "homo_lumo_gap_ev": 9.6,
  "lumo_energy_ha": 0.023,
  "smiles": "CS/C(=N\\O)NO"
}

=====

Run two
{
  "formula": "C2H6N2O2S",
  "method": "ωB97M-V/def2-TZVPD",
  "symbols": ["C", "N", "H", "H", "H", "N", "H", "H", "O", "O", "S", "C", "H"],
  "positions_angstrom": [[-1.3380, 0.8728, 1.2571], [0.8585, -1.3541, 0.7608], [0.2122, -2.1706, 0.5685], [-1.9953, 2.3565, -0.3479], [0.1499, -0.7815, 1.2289], [-1.3687, 0.2329, 0.1669], [-1.5789, 1.0070, 2.2697], [-0.2168, 1.8141, -0.3723], [0.8644, -1.1712, -1.9423], [2.9982, -1.4240, -0.7082], [1.7901, -0.6887, -0.5101], [-1.1616, 1.6586, 0.0213], [0.7859, -0.3518, -2.3924]],
  "nbo_charge": [0.032, -1.076, 0.403, 0.182, 0.399, -0.300, 0.232, 0.172, -0.881, -0.905, 1.592, -0.318, 0.469],
  "homo_lumo_gap_ev": 10.2,
  "lumo_energy_ha": 0.012
}

=====

Here is how they stack up, most stable first: run two, run one.

=====

Run one
{
  "formula": "C3HF3S",
  "method": "ωB97M-V/def2-TZVPD",
  "symbols": ["C", "C", "C", "H", "F", "S", "F", "F"],
  "positions_angstrom": [[-1.6780, 1.4188, 1.0725], [-2.8662, 1.7036, 1.7380], [-0.2266, -0.6558, -0.5123], [0.5407, -1.4194, -0.3121], [-3.9975, 1.2100, 1.2626], [-0.9836, 0.0068, 0.7199], [-2.8578, 1.1490, 2.9983], [-3.0962, 2.9769, 1.8640]],
  "nbo_charge": [-0.448, 0.867, -0.549, 0.228, -0.318, 0.847, -0.337, -0.289],
  "homo_lumo_gap_ev": [7.1, 7.1],
  "lumo_energy_ha": [-0.092, -0.095],
  "smiles": "C#S#CC(F)(F)F"
}

=====

Run two
{
  "formula": "C3HF3S",
  "method": "ωB97M-V/def2-TZVPD",
  "symbols": ["H", "F", "F", "S", "C", "F", "C", "C"],
  "positions_angstrom": [[0.6619, 3.1865, 2.0787], [-2.3394, 3.2883, -2.0344], [-0.2532, 3.1247, -1.8777], [-1.4928, 1.1796, -0.5782], [-1.3793, 2.3549, -1.9471], [-1.3597, 1.7322, -3.0876], [0.1395, 2.5786, 1.3613], [-0.6176, 2.0826, 0.5772]],
  "nbo_charge": [0.248, -0.321, -0.328, 0.307, 0.834, -0.300, -0.170, -0.270],
  "homo_lumo_gap_ev": 10.6,
  "lumo_energy_ha": 0.027,
  "smiles": "C#CSC(F)(F)F"
}

=====

Here is how they stack up, most stable first: run two, run one.